(1)
Formula: C30H22CrFN6O2Te4
Source: the OMol25 dataset
Level of theory: the ωB97M-V functional and the def2-TZVPD basis

XYZ file:
```
66
Properties=species:S:1:pos:R:3:forces:R:3:mulliken_charge:R:1
Cr -0.1372 -0.1605 0.1414 0.0 -0.3 0.0 -0.31
O -2.8317 6.9163 -0.9741 0.1 0.1 -0.1 -0.62
N -3.2510 5.7814 -0.9690 0.2 -0.1 0.3 1.03
O -4.4119 5.4845 -1.1492 -0.2 -0.2 -0.1 -0.61
C -2.2848 4.6937 -0.6483 0.0 0.2 -0.1 -0.35
C -1.1094 5.1078 -0.1304 0.0 -0.2 0.0 -0.59
C -0.1042 4.1620 0.2488 -0.1 0.2 -0.1 1.20
C 1.1445 4.5372 0.7625 0.0 -0.1 0.0 -0.85
C 2.0418 3.5505 1.0825 0.0 0.0 0.0 -1.26
C 1.6922 2.2145 0.8692 0.0 0.0 -0.1 -0.51
N 0.5240 1.8440 0.3638 0.0 -0.1 0.2 1.22
C -0.3727 2.8052 0.0786 -0.1 0.0 -0.1 -0.67
C -1.6368 2.3722 -0.4547 0.2 0.0 0.1 -0.13
N -1.7845 1.0287 -0.5630 0.1 0.0 -0.2 1.07
C -2.8852 0.5751 -1.1422 -0.1 0.0 -0.1 -0.34
C -3.8921 1.4206 -1.6105 0.1 -0.1 0.0 -1.10
C -3.7732 2.7776 -1.4628 0.1 0.1 0.1 -0.76
C -2.6107 3.2986 -0.8570 -0.1 0.0 -0.1 0.71
H -0.9291 6.1649 -0.0046 0.0 0.0 0.0 0.58
H 1.3831 5.5837 0.9005 0.0 0.0 0.0 0.48
H 3.0151 3.7824 1.4898 0.0 0.0 0.0 0.48
H 2.3820 1.4163 1.1066 0.0 0.0 0.0 0.48
H -2.9621 -0.4966 -1.2498 0.0 0.0 0.0 0.05
H -4.7622 0.9930 -2.0877 0.0 0.0 0.0 0.50
H -4.5504 3.4333 -1.8112 0.0 0.0 0.0 0.58
Te 1.6054 -2.2430 -3.8090 -0.1 0.1 0.0 -0.31
Te -0.8581 -1.2518 -4.5395 0.0 0.0 -0.1 -0.45
Te 1.3998 2.1122 -3.1977 0.0 0.0 0.0 -0.49
Te 0.4907 -0.2047 -2.3878 0.1 0.2 0.1 1.58
C 4.9540 -2.3645 -0.9411 0.0 -0.1 0.0 -0.44
C 4.3995 -1.1525 -1.3145 0.0 0.0 0.0 -0.98
C 3.2805 -0.6644 -0.6510 0.0 -0.1 0.0 -0.50
C 2.6860 -1.3944 0.3763 0.0 0.0 0.0 0.03
C 3.2889 -2.5845 0.7910 0.0 0.0 0.0 -0.35
C 4.4020 -3.0668 0.1263 0.0 0.0 0.0 -0.65
N 1.4970 -0.9137 0.9807 0.3 0.1 0.0 1.54
N 1.5029 -1.1174 2.2980 0.0 -0.1 0.0 -0.92
C 0.4019 -0.6164 2.9013 0.0 0.0 0.2 0.31
C 0.2513 -0.7348 4.3002 0.1 0.0 -0.1 -0.81
C -0.8532 -0.1946 4.8997 -0.1 0.1 0.0 -0.32
C -1.8127 0.4614 4.1126 0.1 0.0 0.1 -1.00
C -1.6042 0.5281 2.7559 0.0 0.0 -0.1 -0.49
N -0.5296 0.0099 2.1486 -0.2 0.0 0.0 0.54
H 5.8252 -2.7484 -1.4555 0.0 0.0 0.0 0.43
H 4.8437 -0.5653 -2.1093 0.0 0.0 0.0 0.44
H 2.9043 0.3142 -0.9143 -0.1 0.1 0.0 0.19
H 2.8628 -3.1267 1.6237 0.0 0.0 0.0 0.48
H 4.8424 -4.0048 0.4403 0.0 0.0 0.0 0.39
H 1.0182 -1.2542 4.8566 0.0 0.0 0.0 0.50
H -0.9877 -0.2759 5.9704 0.0 0.0 0.0 0.39
H -2.6992 0.8971 4.5495 0.0 0.0 0.0 0.44
H -2.3278 1.0052 2.1040 0.0 0.0 0.0 0.49
F 0.3758 -6.2484 -3.0316 0.0 0.0 0.0 -0.38
C -0.0275 -5.2213 -2.2409 0.0 0.0 0.0 0.52
C -1.1429 -4.4967 -2.5982 0.0 -0.1 0.1 -0.80
C -1.5406 -3.4443 -1.7835 0.0 0.0 0.0 0.09
C -0.8404 -3.0964 -0.6273 0.0 -0.1 -0.1 -0.34
C -1.2522 -1.9656 0.2472 0.0 0.2 0.1 -1.67
C 0.2786 -3.8758 -0.3055 0.0 0.0 0.0 -0.04
C 0.6920 -4.9327 -1.0969 0.0 0.0 0.0 -0.58
H -1.6873 -4.7530 -3.4976 0.0 0.0 0.0 0.47
H -2.4270 -2.8829 -2.0570 0.0 0.0 0.0 0.31
H -1.1650 -2.2747 1.2946 0.0 0.0 0.0 0.59
H -2.3177 -1.7659 0.0910 0.0 0.0 0.1 0.76
H 0.8169 -3.6507 0.6048 0.1 0.0 0.0 0.34
H 1.5600 -5.5272 -0.8431 0.0 0.0 0.0 0.43
```
Positions in Å, forces in eV/Å.

Summary:
<S²> = 0.821
spin multiplicity = 2
M = 1079.940 g/mol
electronic energy = -3851.71652 hartree

(2)
Formula: C16H20BeF12N4O20
Source: the OMol25 dataset
Level of theory: the ωB97M-V functional and the def2-TZVPD basis

XYZ file:
```
73
Properties=species:S:1:pos:R:3:forces:R:3:mulliken_charge:R:1
Be -0.0306 0.2832 -0.0249 -1.5 0.8 -0.2 1.53
N -1.2609 1.3568 -3.5411 -1.2 2.7 1.1 0.69
O -1.4221 0.7003 -4.5347 -0.1 -1.9 -3.1 -0.72
O -1.6521 2.5177 -3.4661 0.0 0.6 -0.3 -0.63
O -0.7515 0.8270 -2.5569 2.0 -2.2 2.6 -0.25
N 0.1237 -2.6340 1.0372 0.3 0.8 -0.5 0.51
O 0.6692 -2.4677 -0.0424 1.2 -1.1 -2.3 -0.42
O -0.0652 -3.6856 1.6064 0.1 -1.7 0.1 -0.77
O -0.2411 -1.5949 1.5736 -1.3 3.7 1.4 -0.08
N -3.2651 2.3422 -0.0007 2.3 2.6 -0.8 0.68
O -2.1802 1.7523 0.0725 2.5 -2.8 0.5 -0.21
O -4.1008 2.1676 0.8555 -2.6 -0.9 1.5 -0.76
O -3.2949 3.2580 -0.8161 -1.7 0.3 -0.6 -0.60
N 0.2555 4.0384 -0.5136 0.1 1.5 -0.3 0.69
O 0.5424 2.8584 -0.7294 1.1 -3.7 0.2 -0.29
O -0.5417 4.5695 -1.2424 -1.1 1.0 -0.6 -0.56
O 0.8784 4.6901 0.3434 0.5 0.2 1.1 -0.74
C -2.4355 -1.0370 3.5473 0.5 0.8 -0.2 -0.47
C -1.2549 -0.4896 4.3353 0.3 -0.8 0.2 -0.25
O -1.2943 0.9429 4.4760 0.8 2.0 -2.2 -0.37
C -0.8863 1.7008 3.3794 0.6 -1.9 -3.2 0.32
O -0.4303 1.2717 2.2825 -1.5 1.2 4.4 -0.37
C -1.0624 3.2901 3.5508 0.3 -1.0 -0.1 0.74
F -1.9068 3.5238 4.5648 -0.4 0.2 -0.2 -0.28
F 0.1014 3.8283 3.8789 1.2 -0.1 0.8 -0.27
F -1.4045 3.9243 2.4559 -1.0 -0.7 0.0 -0.11
H -3.3908 -0.6322 3.8815 0.0 0.0 0.2 0.40
H -2.4329 -2.1265 3.5807 0.0 0.0 -0.1 0.43
H -2.2474 -0.6938 2.5300 -0.4 -0.3 -0.2 -0.26
H -0.3195 -0.8157 3.8806 0.0 0.3 -0.4 0.07
H -1.1966 -0.8757 5.3530 -0.3 0.3 0.2 0.36
C 1.6173 -3.0103 -3.3690 0.3 0.7 -0.3 -0.84
C 2.9515 -2.2867 -2.9974 -2.2 -1.6 0.4 0.15
O 2.9457 -0.9843 -3.5418 0.2 3.2 0.6 -0.35
C 2.4895 0.1352 -2.8321 -1.3 -2.8 2.1 0.24
O 1.8851 0.0379 -1.7687 1.3 0.3 -1.7 -0.10
C 2.8278 1.4975 -3.5135 -2.1 -1.8 0.2 0.75
F 1.7757 1.8769 -4.2495 0.9 -0.2 -0.3 -0.21
F 3.0140 2.4379 -2.6101 1.0 -0.1 -0.2 -0.15
F 3.8931 1.1940 -4.2608 0.4 1.5 -0.4 -0.27
H 0.8740 -2.2300 -3.5331 -0.1 0.0 0.0 0.15
H 1.2304 -3.6271 -2.5579 0.3 -0.1 -0.1 0.24
H 1.7231 -3.5599 -4.3043 -0.1 -0.2 0.1 0.35
H 3.7785 -2.8315 -3.4527 0.2 0.4 0.2 0.40
H 2.9332 -2.3620 -1.9102 0.7 0.8 0.1 -0.16
C 4.8706 3.0430 0.0086 2.0 0.3 -0.5 -1.53
C 3.7537 2.2903 0.5927 -1.3 0.6 -0.1 0.67
O 4.3037 1.0565 0.9437 -1.2 -5.6 1.3 -0.27
C 3.3898 0.0143 1.3295 -0.7 3.7 -0.8 0.13
O 2.1761 0.1466 1.4598 3.0 -0.6 -0.7 -0.28
C 4.1471 -1.2821 1.6560 0.5 -1.1 2.0 0.75
F 3.6726 -2.3379 0.9808 0.7 0.9 -0.2 -0.17
F 5.4965 -1.1551 1.5625 -1.2 -0.3 -0.8 -0.26
F 3.9522 -1.6141 2.9830 -0.2 0.7 -0.9 -0.29
H 5.2071 2.6284 -0.9416 -0.6 0.0 -0.4 0.33
H 5.7546 2.8050 0.6002 0.2 0.6 0.5 0.43
H 4.7398 4.1190 -0.1059 -0.2 -0.2 0.2 0.34
H 2.9989 2.1223 -0.1755 -0.7 0.4 0.6 -0.17
H 3.4346 2.6940 1.5536 -0.8 0.6 -0.5 0.28
C -4.8316 -3.9497 0.9065 0.5 -0.5 0.0 -1.52
C -3.6647 -3.0470 0.5658 0.1 0.1 3.5 0.45
O -4.0377 -2.4506 -0.5640 -1.2 2.0 -5.8 -0.28
C -3.2393 -1.5718 -1.1689 4.1 0.8 2.7 0.12
O -2.1131 -1.2725 -0.6918 -3.4 -1.0 -1.7 -0.32
C -3.8215 -0.8989 -2.4328 2.0 -2.1 -0.6 0.79
F -3.0988 -1.3141 -3.5248 -0.4 0.1 1.0 -0.27
F -5.0494 -1.2710 -2.6282 -2.2 -0.9 -0.3 -0.30
F -3.7905 0.3586 -2.3327 0.5 2.6 0.2 -0.15
H -4.8896 -4.6542 0.0767 -0.4 -0.3 0.2 0.35
H -5.7500 -3.3659 0.9694 0.1 0.0 -0.1 0.35
H -4.6919 -4.4811 1.8479 0.1 0.0 -0.1 0.40
H -2.6781 -3.5018 0.4768 0.0 -0.2 0.3 0.24
H -3.6820 -2.1883 1.2369 0.9 -0.5 1.1 -0.02
```
Positions in Å, forces in eV/Å.

Summary:
charge = -2
M = 825.332 g/mol
energy above the lowest of the compared OMol25 structures with the same formula, charge and spin = 67.3 kcal/mol
electronic energy = -3558.11380 hartree

(3)
Formula: C29H57BiCl3N2O3PSi
Source: the OMol25 dataset
Level of theory: the ωB97M-V functional and the def2-TZVPD basis

XYZ file:
```
97
Properties=species:S:1:pos:R:3:forces:R:3:mulliken_charge:R:1
C -1.5065 -2.2356 -3.8860 0.0 0.1 -0.4 -1.47
C -1.0024 -3.1211 -2.7887 0.3 -0.9 0.2 0.21
H -1.3514 -2.6827 -4.8761 -0.1 0.3 0.2 0.41
H -0.9805 -1.2684 -3.8323 -0.2 -0.2 -0.1 0.09
H -2.5858 -2.0208 -3.7765 0.4 -0.1 0.1 0.32
C -0.4822 -4.3504 -2.9485 -0.5 0.5 0.1 0.22
C -0.3759 -5.0926 -4.2358 0.1 -0.3 -0.5 -1.61
H -0.1564 -4.9104 -2.0710 -0.1 0.2 -0.1 0.53
H -0.4954 -4.4380 -5.1048 0.0 -0.2 0.1 0.37
H -1.1293 -5.8942 -4.3137 0.2 0.2 0.1 0.26
H 0.6007 -5.5864 -4.3252 -0.1 0.1 0.0 0.33
Bi -0.0017 0.3846 -0.0928 -0.1 -1.6 -1.3 1.98
Cl -2.5475 0.4815 -0.2503 0.1 0.2 0.1 -0.60
Cl 0.4773 1.7577 -2.1115 0.2 0.4 -0.2 -0.40
H 0.6518 5.2139 3.3180 0.0 -0.1 -0.2 0.32
H -1.3669 6.4351 2.1532 0.0 -0.1 -0.1 0.33
C 0.9829 4.9942 2.2942 -0.1 0.1 0.0 -0.94
C -0.9677 6.0611 1.2026 0.0 -0.1 0.1 -0.91
N -0.1762 4.8565 1.4172 0.0 0.3 0.1 0.18
H 1.5691 4.0743 2.2827 -0.1 0.2 -0.1 0.19
C -0.4862 3.6947 0.8463 1.1 -1.4 0.3 0.32
O 0.2271 2.6640 0.9850 -1.3 1.7 0.1 -0.89
H -1.7936 5.8349 0.5269 0.1 0.1 0.1 0.28
H -1.4216 3.6854 0.2586 0.3 0.0 0.1 0.25
H 1.5931 5.8388 1.9547 0.0 -0.2 0.0 0.37
H -0.3442 6.8536 0.7700 -0.1 -0.2 0.0 0.32
H 1.5353 -1.5209 -3.4051 0.1 0.2 0.2 0.17
H 2.3398 -3.9960 -2.2020 0.2 0.3 0.0 0.16
C 2.5271 -1.2005 -3.0606 -0.3 -0.1 -0.1 -0.87
C 3.2464 -3.3726 -2.1163 -0.1 -0.1 0.1 -0.82
N 2.9100 -1.9724 -1.8882 0.3 -0.1 0.6 0.36
H 2.5072 -0.1356 -2.8248 0.0 -0.2 0.0 0.22
C 2.8996 -1.4809 -0.6401 -0.5 0.8 -0.5 0.06
O 2.5342 -0.3253 -0.3222 0.6 -1.3 -0.2 -0.71
H 3.8510 -3.7424 -1.2768 -0.1 0.0 -0.3 0.33
H 3.2512 -2.2085 0.1206 -0.1 0.3 -0.3 0.34
H 3.2509 -1.4224 -3.8498 0.0 0.2 0.1 0.42
H 3.8076 -3.4608 -3.0553 0.0 0.0 0.3 0.34
O -0.0738 -1.4884 -1.4004 0.8 1.1 0.9 -0.40
C -1.0680 -2.4509 -1.4267 -0.4 0.0 0.4 -0.23
C 0.2434 -3.9192 0.1558 -0.1 -0.4 0.3 -0.20
C -0.9933 -3.4205 -0.2405 -0.1 0.3 -0.7 1.08
H 1.1397 -3.5769 -0.3710 -0.3 -0.1 0.3 0.33
C 0.3110 -4.8875 1.1630 0.3 0.1 -0.4 -0.97
H -2.0478 -1.9549 -1.3970 -0.2 -0.1 0.2 0.49
C -2.1618 -3.8609 0.3799 0.3 -0.3 0.0 -0.60
H 1.2904 -5.2887 1.4396 -0.4 0.1 0.0 0.32
C -0.8534 -5.3573 1.7644 -0.2 -0.2 0.1 -0.60
C -2.0948 -4.8418 1.3770 0.0 0.1 -0.3 -0.82
H -3.1058 -3.4405 0.0226 0.2 -0.2 0.3 0.45
H -0.7915 -6.1534 2.5145 -0.1 0.4 -0.2 0.43
H -3.0158 -5.2170 1.8238 0.3 0.1 0.0 0.46
Si -0.4594 3.9148 -4.4528 0.0 -0.1 -0.6 0.50
Cl -0.8357 1.8923 -4.9359 0.0 0.5 -0.2 -0.28
C 1.3646 4.2480 -4.1698 0.2 0.0 0.0 -0.87
C -1.5750 4.4594 -3.0457 -0.3 0.1 0.0 -0.55
C -0.9116 4.7738 -6.0821 -0.1 0.0 0.3 -1.07
H 1.8677 3.4668 -3.5874 -0.2 0.2 -0.2 0.22
H 1.5152 5.2072 -3.6483 -0.1 -0.2 -0.1 0.30
H 1.8576 4.3332 -5.1508 -0.1 -0.1 0.3 0.29
H -0.1526 4.5132 -6.8304 -0.2 0.0 0.1 0.27
H -0.9606 5.8693 -6.0114 0.1 -0.2 0.1 0.33
H -1.8811 4.4079 -6.4444 0.2 0.1 0.1 0.28
H -1.5313 3.8000 -2.1696 0.1 0.1 -0.3 -0.08
H -2.6136 4.4783 -3.4080 0.2 0.0 0.1 0.32
H -1.3256 5.4860 -2.7278 0.0 -0.3 -0.1 0.30
C -1.9945 1.3571 3.4115 0.0 0.1 -0.1 -1.51
C -0.6215 0.8218 3.8397 0.4 -0.2 0.1 0.74
C -0.6315 0.4819 5.3269 0.0 0.4 0.5 -1.60
P -0.0607 -0.5489 2.7317 -0.8 -0.7 -0.3 -0.25
C 1.7668 -0.8476 2.9013 -0.2 0.5 0.2 1.16
C 2.3837 -0.3181 4.1892 0.5 -0.1 0.0 -1.82
C 2.1561 -2.3021 2.6396 0.1 -0.1 -0.2 -1.18
C -0.9146 -2.1147 3.2383 0.2 0.1 0.0 3.22
C -0.4828 -2.6989 4.5862 -0.3 -0.4 0.2 -1.52
C -2.4399 -1.9475 3.1583 0.0 -0.2 0.0 -1.53
H -2.8000 0.7048 3.7701 0.2 0.2 -0.1 0.35
H -2.0947 1.4483 2.3236 0.0 0.0 0.2 0.19
H -2.1435 2.3490 3.8590 0.0 -0.2 0.0 0.46
H 0.1265 1.6132 3.6557 -0.2 -0.2 0.0 0.37
H -1.4820 -0.1614 5.5833 0.2 0.1 -0.1 0.20
H 0.2903 0.0078 5.6792 -0.3 0.1 -0.1 0.28
H -0.7488 1.4179 5.8917 -0.1 -0.2 0.0 0.48
H 2.1647 -0.2552 2.0566 0.0 -0.2 0.3 0.31
H 2.0838 -0.9004 5.0697 0.0 0.1 -0.2 0.24
H 3.4736 -0.4115 4.0973 -0.1 0.1 0.1 0.49
H 2.1480 0.7397 4.3545 0.1 -0.2 0.0 0.38
H 1.6117 -2.7323 1.7896 0.2 0.2 0.3 -0.38
H 3.2266 -2.3359 2.3977 -0.1 0.0 0.1 0.57
H 1.9869 -2.9415 3.5139 0.0 0.1 -0.2 0.32
H -0.6098 -2.8287 2.4505 -0.1 0.4 0.3 -2.14
H -1.1102 -2.3218 5.4045 0.2 -0.1 -0.2 0.33
H -0.6199 -3.7893 4.5493 0.1 0.2 0.1 0.31
H 0.5661 -2.5042 4.8267 -0.3 0.0 0.0 0.32
H -2.7483 -1.3741 2.2728 0.1 -0.1 0.2 0.31
H -2.9064 -2.9390 3.0878 0.1 0.2 0.1 0.39
H -2.8275 -1.4595 4.0640 0.1 -0.1 -0.3 0.37
```
Positions in Å, forces in eV/Å.

Summary:
M = 856.185 g/mol
energy above the lowest of the compared OMol25 structures with the same formula, charge and spin = 0.0 kcal/mol
electronic energy = -3700.61554 hartree